C31H35BrN2OPPd | ωB97M-V with the def2-TZVPD basis set

XYZ file:
```
72
Properties=species:S:1:pos:R:3:forces:R:3
Pd 1.58835 -1.11792 0.85051 0.027 0.194 -0.174
C -1.73443 -2.33570 -5.89895 0.001 0.010 -0.006
C -1.84023 -0.86031 -5.42914 -0.022 -0.030 0.010
C -3.23238 -0.31524 -5.73872 0.000 0.001 -0.001
C -0.76899 -0.01220 -6.20372 0.017 0.017 0.008
C -1.44574 -0.74686 -4.01354 -0.016 0.017 0.002
C -0.16486 -1.32538 -3.60866 0.017 -0.009 -0.020
C 0.23492 -1.23007 -2.34340 -0.030 -0.024 0.015
Br 1.87126 -1.95321 -1.78657 -0.003 -0.067 0.114
C -0.57154 -0.50383 -1.31943 0.034 -0.003 -0.011
O -0.12234 -0.30292 -0.20567 -0.028 -0.017 0.096
C -1.94225 0.00919 -1.73043 -0.007 0.021 -0.017
C -2.25680 -0.09959 -3.05242 0.028 -0.005 -0.014
C -2.94816 0.58944 -0.76569 -0.003 0.018 0.000
C -4.19330 -0.33682 -0.80624 0.019 -0.007 -0.004
C -2.49554 0.72019 0.68714 -0.028 -0.039 0.037
C -3.34490 1.99566 -1.27934 -0.008 -0.003 0.003
H -2.01282 -2.35636 -6.95196 0.002 -0.001 0.000
H -2.42805 -2.97280 -5.35072 0.001 0.002 -0.001
H -0.72990 -2.74843 -5.82225 -0.002 -0.003 -0.001
H -3.42432 -0.43253 -6.80377 0.001 -0.001 0.000
H -3.32072 0.74875 -5.51398 0.001 -0.002 -0.001
H -4.01222 -0.86452 -5.20826 0.003 0.001 0.000
H -1.04309 -0.07933 -7.25699 -0.004 -0.001 0.002
H 0.24358 -0.39805 -6.09535 -0.003 -0.002 0.001
H -0.79589 1.03519 -5.90513 0.000 -0.002 -0.002
H 0.44118 -1.82709 -4.34906 0.000 0.008 -0.006
H -3.20861 0.28020 -3.38892 -0.003 -0.006 0.003
H -3.95249 -1.34576 -0.46847 -0.002 -0.001 0.000
H -4.63658 -0.39467 -1.79903 0.011 0.003 -0.011
H -4.94126 0.07697 -0.13074 0.005 0.005 0.004
H -2.22637 -0.23817 1.13407 -0.008 0.026 0.004
H -3.33534 1.12015 1.25448 0.003 0.000 0.003
H -1.66444 1.41224 0.79839 0.036 0.025 0.007
H -3.79376 1.97004 -2.27084 -0.006 0.007 0.009
H -2.48730 2.66930 -1.29850 -0.001 -0.004 0.002
H -4.08565 2.40722 -0.59467 0.000 0.000 -0.002
N 2.22456 -1.01851 3.76184 -0.002 0.025 0.060
P 1.55450 0.11637 2.71676 -0.034 -0.002 -0.067
C 2.61861 1.52471 2.49517 0.039 -0.009 -0.015
C 2.75647 2.42848 3.55785 0.017 -0.023 0.016
C 3.66424 3.46736 3.45692 -0.020 -0.003 0.004
C 4.42902 3.61411 2.30503 0.008 -0.009 -0.010
C 4.29761 2.71900 1.25159 -0.003 0.026 -0.004
C 3.39767 1.67076 1.34483 -0.024 0.006 0.007
C 0.00794 0.57125 3.42620 -0.026 0.048 -0.012
C -0.44325 1.89462 3.32999 -0.010 -0.028 0.002
C -1.63713 2.24888 3.93190 -0.030 -0.003 -0.002
C -2.38431 1.29236 4.61097 0.005 0.008 -0.003
C -1.95072 -0.02783 4.68629 0.004 -0.008 -0.003
C -0.75701 -0.39581 4.09387 -0.021 -0.008 -0.024
C 3.15202 -1.87693 3.21133 0.049 -0.034 0.005
C 4.10727 -2.55568 3.95806 0.033 -0.025 -0.013
C 4.98989 -3.38423 3.30092 0.002 0.011 0.037
C 4.92065 -3.51169 1.91256 -0.003 -0.003 -0.032
C 3.95583 -2.81353 1.24012 -0.007 0.010 -0.013
N 3.06586 -2.01571 1.87664 0.038 -0.087 0.016
H 2.27598 -0.83956 4.75733 -0.042 -0.001 -0.005
H 2.16652 2.32051 4.46009 -0.009 0.004 0.005
H 3.77656 4.16367 4.27668 -0.002 0.001 -0.001
H 5.13497 4.43051 2.23093 0.001 -0.002 0.002
H 4.89930 2.83824 0.36106 -0.001 -0.002 0.001
H 3.30585 0.97000 0.52328 -0.001 -0.014 -0.006
H 0.14292 2.64194 2.81083 0.000 -0.004 0.001
H -1.98159 3.27306 3.88333 0.002 -0.001 0.006
H -3.31074 1.57884 5.09142 0.000 -0.001 0.000
H -2.53852 -0.76362 5.21776 -0.002 0.002 0.003
H -0.41563 -1.42153 4.15811 0.010 -0.001 0.010
H 4.15214 -2.42042 5.02980 -0.006 0.004 -0.002
H 5.74110 -3.92476 3.86145 -0.002 -0.001 -0.001
H 5.60264 -4.14801 1.36831 -0.002 0.002 0.000
H 3.85973 -2.88364 0.16675 0.002 -0.007 -0.008
```
Forces are in eV/Å.

Properties
total charge = +3
E_LUMO = -12.0 eV
HOMO-LUMO gap = 0.1841 hartree
relative energy (zero: lowest compared OMol25 entry of this formula, charge and spin) = 0.000 eV